1.
{"formula": "C17H30F5N2O4PS2", "method": "wB97M-V/def2-TZVPD", "elements": ["C", "C", "C", "C", "N", "C", "C", "F", "C", "C", "C", "C", "P", "S", "C", "F", "F", "F", "O", "S", "O", "O", "C", "C", "C", "F", "C", "C", "C", "N", "O", "H", "H", "H", "H", "H", "H", "H", "H", "H", "H", "H", "H", "H", "H", "H", "H", "H", "H", "H", "H", "H", "H", "H", "H", "H", "H", "H", "H", "H", "H"], "xyz": [[-2.82066, -2.80042, 3.60075], [-1.99220, -2.09115, 2.53181], [-2.78995, -1.78906, 1.25858], [-2.15327, -0.66369, 0.38530], [-0.72873, -0.91610, 0.32088], [0.11311, -0.17631, -0.63637], [-0.35750, -0.23372, -2.10387], [-1.56752, 0.40493, -2.37058], [-0.47313, -1.61478, -2.77808], [-1.57989, -2.54277, -2.26939], [1.40166, -1.05716, -0.49591], [2.75286, -0.58633, -1.05359], [3.11825, -0.81238, -2.91283], [4.46682, 0.39338, -3.63776], [3.77267, -1.56580, -0.37334], [3.84959, -1.36629, 0.90546], [3.51582, -2.82015, -0.66084], [4.98055, -1.31958, -0.84814], [3.19746, 0.66098, -0.56154], [2.08268, 1.81262, -0.76810], [2.50134, 3.03478, -0.19108], [1.95862, 1.99990, -2.17539], [0.43268, 1.30182, -0.10549], [-0.45595, 2.41827, -0.69146], [-1.91805, 2.50753, -0.33460], [-2.19772, 2.69723, 1.00774], [0.40985, 1.21256, 1.43755], [1.05347, 2.34062, 2.28752], [0.35337, 3.69461, 2.33571], [0.76161, 4.81032, 1.58674], [-0.53096, 3.81760, 3.10150], [-3.57402, -2.14968, 4.04095], [-2.14203, -3.06574, 4.41564], [-3.23541, -3.74307, 3.25055], [-1.52315, -1.18870, 2.91866], [-1.19448, -2.78680, 2.25352], [-3.77909, -1.42616, 1.55460], [-2.97294, -2.68083, 0.65544], [-2.40899, 0.23825, 0.93797], [-2.72060, -0.71105, -0.54557], [-0.53733, -1.90475, 0.26499], [0.38530, 0.31107, -2.69469], [-0.71925, -1.39605, -3.81890], [0.47529, -2.14109, -2.82992], [-1.68980, -3.33947, -3.00792], [-2.54612, -2.04885, -2.23753], [-1.36279, -3.04125, -1.32722], [1.54990, -1.16779, 0.57913], [1.22800, -2.07691, -0.83253], [1.95660, -0.78146, -3.70026], [3.64422, -2.11726, -3.03631], [0.01477, 3.36768, -0.44628], [-0.40965, 2.37730, -1.77721], [-2.53249, 1.68566, -0.68478], [-2.31362, 3.38363, -0.85636], [0.89601, 0.31292, 1.80215], [-0.60849, 1.11357, 1.79631], [2.12417, 2.41564, 2.09885], [1.00010, 1.98028, 3.31368], [1.72098, 4.75704, 1.26655], [0.11800, 5.07240, 0.85531]], "forces_ev_per_angstrom": [[0.8, 0.2, 0.4], [-0.3, -0.8, -0.5], [0.0, 0.8, 0.1], [-1.1, -1.6, 1.2], [-0.4, 1.1, -0.7], [0.2, -1.2, 0.3], [0.9, -0.5, -1.0], [-0.2, 0.1, 0.5], [-0.7, 0.1, 0.3], [0.2, -0.4, -0.6], [0.1, 0.9, -0.1], [0.2, -2.1, 0.4], [1.7, 1.4, -1.3], [-0.3, -0.2, 0.2], [0.5, 1.6, -1.7], [-0.5, -0.2, 1.9], [-0.7, -1.4, 0.2], [1.2, 0.2, -0.5], [-1.2, 0.6, 0.5], [-0.1, 1.8, -1.7], [0.8, 0.0, 2.1], [-0.8, -1.5, -1.2], [-0.1, -1.3, 0.5], [0.3, 0.2, 0.0], [-0.8, 0.3, -0.5], [0.3, -0.1, 0.2], [0.6, 1.0, 0.6], [0.7, -0.1, 0.0], [1.5, -0.1, -0.9], [0.9, -0.4, -0.2], [-2.6, 0.1, 1.6], [-0.3, -0.1, -0.2], [-0.1, 0.0, 0.1], [-0.3, 0.1, -0.2], [0.0, 0.1, 0.1], [0.3, 0.2, 0.1], [0.0, 0.0, -0.1], [0.2, -0.2, 0.1], [0.4, 0.4, -0.3], [0.4, 0.4, -0.3], [-0.1, 0.0, -0.1], [0.0, 0.2, 0.1], [0.1, 0.2, 0.0], [0.1, 0.0, 0.2], [0.0, -0.1, 0.0], [0.0, 0.1, 0.2], [0.0, 0.2, 0.1], [0.0, 0.2, 0.0], [-0.2, 0.1, -0.3], [-0.2, -0.3, 0.6], [-0.8, -0.1, 0.4], [0.0, 0.1, 0.2], [-0.1, -0.1, 0.0], [0.3, -0.3, 0.1], [0.1, 0.1, 0.0], [0.1, -0.2, -0.3], [-0.2, 0.1, -0.3], [0.0, 0.2, -0.3], [-0.2, 0.0, 0.1], [-0.3, -0.2, -0.5], [-0.1, 0.3, 0.2]], "mol_weight_g_mol": 516.54, "smiles": "CCCCN[C@]1([C@H](F)CC)C[C@]([PH2]=S)(C(F)(F)F)OS(=O)(=O)[C@]1(CCF)CCC(N)=O", "energy_ev": -73830.986}

2.
{"formula": "C17H30FO3S", "method": "wB97M-V/def2-TZVPD", "elements": ["O", "C", "C", "S", "C", "C", "C", "F", "C", "C", "C", "C", "C", "C", "H", "H", "H", "H", "H", "H", "H", "H", "H", "H", "H", "H", "H", "H", "C", "C", "C", "O", "H", "H", "H", "H", "H", "H", "H", "H", "C", "C", "C", "O", "H", "H", "H", "H", "H", "H", "H", "H"], "xyz": [[-1.63024, -1.84677, 4.88125], [-2.32790, -1.47055, 3.77654], [-1.94523, -2.23448, 2.37911], [-2.44995, -1.34021, 0.81298], [-1.44711, 0.26985, 0.57917], [-1.94088, 1.47449, 1.57451], [-1.56991, 2.99077, 1.07654], [-1.36530, 3.14271, -0.38246], [-3.49086, -0.33740, 3.99458], [-5.00409, -0.57340, 3.41129], [-6.20216, 0.53606, 3.55355], [-5.83617, 1.93872, 4.35361], [-4.32976, 2.25429, 5.00074], [-3.15315, 1.08278, 4.81097], [-2.52609, -3.27119, 2.39274], [-0.78960, -2.52723, 2.32809], [-3.82647, -0.95714, 0.91178], [-0.30710, 0.05055, 0.74020], [-1.67762, 0.60476, -0.54331], [-3.09123, 1.41043, 1.80027], [-1.38236, 1.30966, 2.61232], [-0.58536, 3.33346, 1.65709], [-2.42787, 3.70306, 1.50252], [-5.19165, -1.59703, 2.83281], [-7.23727, 0.27990, 3.07089], [-6.70967, 2.74836, 4.42753], [-4.12790, 3.28154, 5.57271], [-2.06929, 1.29386, 5.26542], [0.84974, -2.20903, -2.96888], [1.40129, -1.28317, -1.89639], [2.66121, -1.85420, -1.26567], [0.41403, -1.08913, -0.88684], [0.58034, -3.18299, -2.54519], [-0.06370, -1.79107, -3.40541], [1.58021, -2.36584, -3.76867], [1.62016, -0.30283, -2.33340], [2.45606, -2.81571, -0.78155], [3.03994, -1.18332, -0.48722], [3.44600, -2.00049, -2.01437], [0.21336, -1.95443, -0.49321], [6.65344, 0.53315, -4.98213], [5.35434, 0.01364, -4.38705], [4.40330, 1.15186, -4.05353], [5.64004, -0.72553, -3.20235], [7.17512, 1.18677, -4.27409], [7.33297, -0.29621, -5.20579], [6.46901, 1.09327, -5.90414], [4.87422, -0.67225, -5.09343], [4.84523, 1.82754, -3.31250], [3.47782, 0.76401, -3.61471], [4.15144, 1.73063, -4.94765], [6.06661, -0.12451, -2.56928]], "forces_ev_per_angstrom": [[-4.1, 2.3, -7.3], [2.6, -0.8, 6.3], [-0.5, -0.7, 1.7], [0.4, 0.3, -0.4], [-0.4, 2.5, 0.1], [0.1, -0.4, 0.6], [0.5, 0.4, 1.2], [-0.7, -0.5, 3.2], [-2.6, 2.5, 0.0], [1.0, 2.8, 1.1], [4.8, 0.5, 1.8], [2.0, -2.3, -0.6], [-1.0, -4.2, -2.4], [-3.3, -0.1, -1.0], [1.1, 2.2, -0.2], [-2.5, 1.1, 0.0], [1.8, -0.2, 0.6], [-2.5, 0.0, -0.6], [0.6, -1.2, 2.4], [2.2, 0.1, -0.6], [-1.3, 0.5, -2.2], [-1.9, -0.8, -1.8], [1.8, -1.5, -1.6], [0.2, 2.4, 1.5], [2.2, 0.8, 1.2], [2.3, -1.9, -0.1], [-0.4, -2.7, -1.4], [-2.7, -0.7, -1.2], [-0.2, 0.2, -0.3], [0.5, -0.8, -0.3], [0.2, 0.2, 0.1], [-0.4, 0.0, 0.4], [0.2, 0.0, 0.0], [0.2, 0.0, 0.0], [-0.1, 0.0, 0.1], [-0.2, 0.0, 0.2], [-0.1, 0.0, -0.2], [0.0, 0.0, -0.2], [-0.1, 0.0, 0.1], [0.3, 0.2, -0.4], [0.2, -0.2, -0.3], [0.3, 0.6, 0.2], [-0.3, 0.0, -0.1], [-0.1, -0.2, 0.3], [-0.2, 0.0, 0.0], [-0.2, 0.1, 0.0], [0.1, 0.0, 0.1], [0.1, -0.1, 0.2], [0.1, 0.0, -0.1], [0.1, 0.0, -0.1], [0.0, 0.0, 0.1], [-0.1, -0.2, -0.3]], "mol_weight_g_mol": 333.49, "energy_ev": -37791.481, "charge": 1}

3.
{"formula": "C17H30N4O5STc", "method": "wB97M-V/def2-TZVPD", "elements": ["Tc", "C", "C", "O", "C", "C", "O", "C", "C", "O", "C", "C", "O", "H", "H", "H", "H", "H", "H", "H", "H", "H", "H", "H", "H", "H", "H", "H", "H", "N", "C", "O", "C", "C", "C", "C", "N", "C", "H", "H", "H", "H", "H", "H", "C", "N", "C", "S", "N", "C", "H", "H", "H", "H", "H", "H", "H", "H"], "xyz": [[0.01267, -0.36456, 0.84438], [0.66532, 2.16199, 2.35316], [-0.81722, 2.05122, 2.49706], [-1.33700, 1.22154, 1.37626], [-2.66762, 0.64602, 1.68602], [-2.52314, -0.51907, 2.64655], [-1.19279, -1.08264, 2.39413], [-0.98429, -2.51154, 2.64940], [0.48954, -2.67559, 2.85895], [1.22562, -1.83167, 1.87299], [2.39769, -1.14199, 2.47306], [1.94104, 0.10825, 3.15316], [1.22285, 0.83076, 2.09063], [1.10385, 2.59313, 3.25007], [0.93951, 2.78288, 1.50671], [-1.27426, 3.03551, 2.44362], [-1.10071, 1.58027, 3.43618], [-3.07938, 0.32088, 0.73989], [-3.30785, 1.41750, 2.09814], [-3.29221, -1.25741, 2.43501], [-2.58174, -0.24010, 3.69281], [-1.35441, -3.07216, 1.79445], [-1.52205, -2.82460, 3.54035], [0.77907, -3.71203, 2.71886], [0.77707, -2.36312, 3.85769], [3.07125, -0.91398, 1.65342], [2.91224, -1.80406, 3.16446], [2.79389, 0.69038, 3.49453], [1.26998, -0.07838, 3.99008], [3.37869, 3.80705, -3.15012], [2.31289, 3.15725, -2.75770], [1.13056, 3.58699, -2.83080], [2.37654, 1.77061, -2.17617], [3.26395, 0.79881, -2.63115], [3.18765, -0.47471, -2.07681], [2.22757, -0.73950, -1.12546], [1.35627, 0.20878, -0.69082], [1.42497, 1.44387, -1.22260], [3.28925, 4.72288, -3.57329], [4.31116, 3.44028, -3.04049], [3.99705, 1.00324, -3.40676], [3.86002, -1.26052, -2.39640], [2.12550, -1.73701, -0.70707], [0.71266, 2.18669, -0.88373], [-2.95288, 0.90232, -3.29160], [-2.24091, 0.27720, -2.15664], [-1.97776, -1.02040, -2.08417], [-1.20669, -1.74339, -0.66149], [-2.35254, -1.81525, -3.04649], [-2.16487, -3.28959, -3.19058], [-3.05536, 1.96395, -3.09395], [-3.95245, 0.48276, -3.40223], [-2.39449, 0.77492, -4.21944], [-1.99478, 0.85141, -1.38028], [-2.85249, -1.37898, -3.80725], [-1.69498, -3.71383, -2.31384], [-1.55108, -3.49331, -4.05986], [-3.13040, -3.75996, -3.33482]], "forces_ev_per_angstrom": [[-0.2, -0.4, -0.7], [0.2, 0.1, -0.2], [-0.1, 0.0, 0.1], [0.5, -0.8, 0.1], [0.1, 0.0, -0.1], [0.2, 0.0, -0.1], [-0.1, -0.1, 0.1], [-0.1, 0.1, -0.1], [0.1, 0.1, 0.0], [-0.6, 0.8, -0.3], [0.2, -0.2, -0.1], [-0.2, 0.0, -0.1], [-0.5, -0.3, 0.2], [0.1, 0.0, 0.1], [0.1, 0.0, -0.1], [-0.2, 0.1, -0.1], [-0.1, -0.2, 0.0], [0.0, 0.0, -0.2], [0.0, 0.3, 0.0], [0.0, -0.2, 0.0], [0.1, 0.0, 0.2], [-0.1, 0.0, -0.1], [-0.1, 0.1, 0.1], [0.2, -0.1, -0.1], [0.1, 0.2, 0.1], [0.0, -0.1, -0.2], [-0.1, -0.2, 0.0], [0.1, 0.2, -0.1], [-0.1, 0.1, 0.0], [1.1, 0.0, -0.2], [-4.1, 0.8, 0.1], [2.2, -0.6, 0.2], [0.8, 0.0, -0.3], [-0.1, 0.0, 0.3], [-0.1, -0.2, 0.0], [0.1, -0.2, 0.0], [-0.2, -0.2, 0.3], [0.1, -0.1, 0.1], [-0.1, -0.1, 0.0], [0.0, 0.1, 0.0], [-0.1, 0.1, 0.1], [0.0, 0.0, 0.0], [0.0, 0.1, 0.0], [0.0, 0.1, -0.1], [0.0, 0.0, 0.0], [0.0, -0.2, -0.2], [-0.2, 0.6, -0.5], [0.8, 0.4, 1.3], [0.3, -1.1, 0.1], [-0.1, 0.3, 0.0], [0.1, 0.0, 0.0], [-0.1, -0.1, 0.1], [0.1, 0.0, 0.0], [0.1, 0.4, 0.2], [-0.1, 0.1, -0.2], [0.1, 0.0, 0.1], [0.1, 0.1, -0.1], [-0.2, 0.1, 0.0]], "mol_weight_g_mol": 500.52, "spin_multiplicity": 2, "energy_ev": -47304.167, "charge": 4}

4.
{"formula": "C17H30NO2", "method": "wB97M-V/def2-TZVPD", "elements": ["C", "C", "C", "C", "N", "C", "C", "O", "C", "O", "C", "C", "C", "C", "C", "C", "C", "C", "C", "C", "H", "H", "H", "H", "H", "H", "H", "H", "H", "H", "H", "H", "H", "H", "H", "H", "H", "H", "H", "H", "H", "H", "H", "H", "H", "H", "H", "H", "H", "H"], "xyz": [[-4.52680, -0.20231, 0.37425], [-3.12968, -0.48590, 0.91046], [-3.06091, -0.21244, 2.40984], [-2.68750, -1.90791, 0.59884], [-2.16996, 0.49250, 0.27243], [-1.85583, 0.37523, -1.16759], [-1.25408, 1.71794, -1.60250], [-2.27379, 2.66628, -1.35449], [0.01560, 2.08379, -0.78501], [0.52155, 0.93557, -0.12868], [1.85832, 1.02008, 0.30438], [2.27364, 2.16503, 0.96931], [3.56969, 2.28170, 1.43417], [4.45164, 1.23933, 1.23169], [4.03093, 0.09747, 0.57382], [2.73556, -0.05163, 0.08905], [2.30484, -1.31777, -0.64124], [3.42780, -2.35248, -0.75735], [1.86619, -0.95683, -2.06836], [1.15506, -1.97335, 0.13561], [-5.25117, -0.80492, 0.91398], [-4.61602, -0.45371, -0.67876], [-4.79713, 0.84263, 0.50987], [-3.73310, -0.88111, 2.93886], [-2.05787, -0.38185, 2.79592], [-3.36131, 0.80713, 2.64087], [-3.34165, -2.60599, 1.11281], [-1.67315, -2.09118, 0.94296], [-2.74721, -2.12342, -0.46392], [-2.56529, 1.43875, 0.37715], [-1.25572, 0.47276, 0.75580], [-1.15766, -0.44201, -1.34010], [-2.77497, 0.21617, -1.73083], [-1.01883, 1.66190, -2.67084], [-2.10326, 3.48603, -1.82835], [-0.27579, 2.85178, -0.05295], [0.78271, 2.51341, -1.43764], [1.58053, 2.97644, 1.13192], [3.87811, 3.17866, 1.94719], [5.46882, 1.31023, 1.58308], [4.74544, -0.69424, 0.43094], [4.26679, -1.96414, -1.32846], [3.77599, -2.67220, 0.22142], [3.04896, -3.22913, -1.27811], [2.70484, -0.53012, -2.61344], [1.05530, -0.23527, -2.07425], [1.53757, -1.85008, -2.59462], [0.34524, -1.26787, 0.28826], [0.77859, -2.83795, -0.40668], [1.50896, -2.30499, 1.10932]], "forces_ev_per_angstrom": [[0.2, 0.0, -0.1], [-0.3, -0.4, 0.3], [0.0, 0.0, -0.1], [0.0, 0.2, 0.0], [0.1, 0.3, 0.2], [0.2, 0.3, -0.8], [0.4, -0.4, 0.2], [-0.2, 0.1, 0.0], [-0.1, 0.3, -0.2], [0.3, -0.2, 0.1], [0.2, 0.1, 0.2], [-0.2, 0.0, -0.1], [0.1, 0.0, 0.0], [0.0, 0.1, 0.1], [0.0, 0.1, 0.0], [-0.2, 0.0, -0.1], [-0.2, -0.1, -0.1], [-0.2, 0.2, 0.0], [0.1, -0.1, 0.1], [0.1, 0.1, -0.1], [0.0, -0.1, 0.1], [0.0, 0.0, -0.1], [-0.1, 0.1, 0.0], [-0.1, -0.1, 0.0], [0.1, 0.0, 0.1], [0.0, 0.1, 0.0], [-0.1, 0.0, 0.1], [0.1, 0.0, 0.0], [0.0, 0.0, -0.1], [0.1, -0.2, 0.2], [-0.2, 0.0, 0.0], [-0.1, 0.0, 0.1], [0.0, 0.0, 0.1], [-0.1, -0.1, 0.1], [0.0, 0.0, 0.0], [0.0, -0.1, -0.1], [0.0, 0.0, 0.1], [-0.1, 0.1, 0.0], [0.0, 0.1, 0.1], [0.1, 0.0, 0.0], [0.1, -0.1, 0.0], [0.1, 0.0, 0.0], [0.1, -0.1, 0.1], [0.0, -0.1, 0.0], [0.1, 0.0, -0.1], [-0.1, 0.1, 0.0], [0.0, -0.1, -0.1], [-0.1, 0.0, 0.0], [-0.1, -0.1, -0.1], [0.0, -0.1, 0.1]], "mol_weight_g_mol": 280.43, "smiles": "CC(C)(C)[NH2+]C[C@@H](O)COc1ccccc1C(C)(C)C", "energy_ev": -23695.367, "charge": 1}

| no. | F_max (eV/Å) |
| --- | --- |
| 1 | 3.058 |
| 2 | 8.725 |
| 3 | 4.150 |
| 4 | 0.838 |